C22H60N5O9Zn as an isolated structure in a non-equilibrium geometry. Source: the OMol25 dataset; level of theory: ωB97M-V with the def2-TZVPD basis set.

XYZ file:
```
97
Properties=species:S:1:pos:R:3:forces:R:3
Zn -6.6913 18.0452 -14.9395 0.621 1.534 -1.658
O -6.0623 20.2544 -17.9650 0.460 -0.812 1.672
C -6.2003 19.4038 -16.9479 0.084 -0.045 -0.577
O -7.0131 18.4292 -17.0038 -0.816 -0.257 0.332
O -5.5160 19.5368 -15.8990 0.172 0.367 0.998
H -5.5167 20.9890 -17.5424 -0.496 0.408 -0.944
C -3.5299 16.9604 -12.5967 1.121 1.260 0.666
C -4.4638 17.3071 -13.7512 0.674 -2.547 1.783
C -4.8553 15.9430 -14.3680 0.127 2.579 -0.181
O -5.8537 16.2982 -15.3545 0.518 -1.298 -0.017
C -6.4249 15.1641 -16.0029 -0.900 -1.342 0.037
N -5.6697 17.9566 -13.1874 -0.044 0.157 0.789
H -2.6716 16.3743 -12.9252 -0.137 -0.173 0.055
H -3.9456 16.5617 -11.6682 -0.496 -0.599 -0.493
H -3.0958 17.8959 -12.2168 0.142 0.007 -0.253
H -3.8885 17.9617 -14.4027 -0.663 0.102 -0.435
H -5.2754 15.3132 -13.5840 0.007 -0.318 -0.203
H -3.9240 15.5809 -14.7988 -0.396 -0.619 -0.368
H -5.7038 14.5260 -16.5137 0.373 0.528 -0.094
H -7.2190 15.4334 -16.6960 0.284 0.537 -0.060
H -6.8958 14.5061 -15.2636 0.041 0.188 0.180
H -5.2605 18.6061 -12.5090 -0.612 1.012 -0.739
H -6.1129 17.3433 -12.4965 0.045 -0.505 -0.459
C -9.1785 22.6475 -17.1221 -0.411 -0.915 0.722
C -9.4384 21.1374 -17.4128 0.180 1.224 0.214
C -10.9333 20.8397 -17.3101 -0.040 -0.237 -0.619
O -11.4033 21.1719 -16.0258 0.505 0.424 0.529
C -12.8029 21.1729 -15.9106 -0.343 -0.081 -1.410
N -8.8366 20.8950 -18.7377 -0.485 -0.656 0.538
H -8.1351 22.7776 -16.8373 0.134 0.238 -0.300
H -9.7846 23.0167 -16.2916 0.055 -0.163 0.035
H -9.4530 23.2238 -18.0014 0.244 0.010 -0.166
H -8.9137 20.4893 -16.6948 -0.186 0.232 0.453
H -11.1737 19.7849 -17.4920 0.253 -0.226 -0.100
H -11.4491 21.3801 -18.1137 -0.111 0.325 0.145
H -13.1879 20.2253 -16.3103 -0.205 -0.156 0.538
H -13.2493 21.9235 -16.5776 0.117 0.202 0.120
H -13.1328 21.3910 -14.9005 0.290 -0.256 0.137
H -9.0600 19.9281 -18.9729 0.138 0.010 -0.428
H -7.8404 20.8463 -18.5172 -0.335 0.113 -0.590
C -3.5603 20.8710 -21.8727 -0.650 -1.333 -0.649
C -3.2326 20.6204 -20.3968 -0.349 1.362 -0.961
C -1.8524 20.0142 -20.3140 0.701 -0.166 -0.314
O -1.4419 19.5493 -19.0394 -0.006 0.100 -0.030
C -2.0891 18.3507 -18.6818 0.281 -0.100 -0.430
N -3.3764 21.9295 -19.7098 0.391 -1.095 0.981
H -3.7964 19.9187 -22.3654 0.334 -0.023 -0.103
H -2.7612 21.3411 -22.4473 0.101 0.140 0.223
H -4.4859 21.4291 -22.0139 0.136 0.332 0.332
H -3.9530 19.8932 -20.0207 -0.175 0.257 0.288
H -1.0873 20.6924 -20.7036 -0.073 0.432 0.541
H -1.7630 19.2024 -21.0490 -0.412 -0.296 0.147
H -1.9748 17.6015 -19.4762 -0.200 0.060 -0.127
H -3.1539 18.5287 -18.5047 -0.028 -0.234 0.236
H -1.5812 17.9135 -17.8225 -0.161 0.335 0.254
H -2.8243 22.6139 -20.2103 -0.083 0.130 0.008
H -4.3570 22.2108 -19.7101 0.045 0.110 -0.579
C -5.5855 24.1150 -15.3906 -0.057 0.405 -0.084
C -4.5005 23.8050 -16.4281 -0.043 0.474 -0.191
C -3.0796 24.0381 -15.8921 -0.210 -1.474 -0.537
O -2.8044 25.3810 -15.6863 -0.051 0.246 0.230
C -1.5124 25.5744 -15.1730 0.470 0.195 1.211
N -4.6370 22.4632 -16.9911 -0.383 -1.063 0.227
H -6.5344 24.3277 -15.8856 -0.070 -0.361 -0.054
H -5.3623 25.0474 -14.8681 0.306 -0.074 0.008
H -5.7416 23.3467 -14.6315 0.149 -0.190 -0.111
H -4.7044 24.5052 -17.2424 0.336 0.068 -0.143
H -2.3216 23.5904 -16.5525 -0.226 0.175 -0.435
H -3.0204 23.3534 -15.0251 0.180 0.674 0.637
H -0.6901 25.2256 -15.8033 -0.261 -0.110 -0.354
H -1.4086 25.0813 -14.1970 -0.034 -0.300 -0.097
H -1.3360 26.6206 -14.9258 -0.321 0.149 -0.478
H -4.0209 22.2351 -17.7777 0.483 0.498 0.188
H -4.5273 21.7202 -16.3040 0.368 0.409 0.432
C -6.2979 24.3832 -21.6884 0.319 0.450 -1.254
C -6.0720 24.5047 -20.2017 -1.702 -0.146 0.897
C -7.1009 25.4282 -19.5340 -0.322 1.557 -0.252
O -6.8471 26.7498 -19.9749 1.349 1.043 0.073
C -7.6198 27.7722 -19.3651 -2.235 -1.423 -1.217
N -6.2202 23.2139 -19.5547 1.474 -1.207 0.830
H -6.8271 23.4787 -21.9874 -0.181 0.019 0.291
H -5.3652 24.3827 -22.2600 0.156 -0.253 0.264
H -6.8089 25.2510 -22.1121 -0.248 -0.037 0.290
H -5.0700 24.8901 -20.0074 -0.043 -0.011 0.164
H -7.0976 25.4191 -18.4350 0.501 -0.338 0.046
H -8.1451 25.1959 -19.7967 0.107 -0.492 -0.250
H -8.6316 27.5074 -19.7257 -0.391 0.167 0.815
H -7.5636 28.7615 -19.8142 1.259 -0.063 0.075
H -7.6250 27.7738 -18.2758 0.383 0.059 0.062
H -5.8598 23.2139 -18.5994 -0.281 0.147 -0.311
H -7.1152 22.7457 -19.5120 -0.400 0.504 -0.563
C -9.6043 17.0066 -18.7798 0.345 0.436 -0.103
O -8.4702 17.6696 -19.3284 0.110 -0.339 -0.161
H -9.3375 16.3579 -17.9429 -0.044 -0.066 0.050
H -10.3223 17.7557 -18.4437 -0.180 -0.078 0.179
H -10.0758 16.4077 -19.5557 0.048 -0.055 -0.030
H -7.7534 17.7133 -18.6796 -0.422 0.140 -0.009
```
Forces are in eV/Å.

The charge is +1. Its HOMO-LUMO gap is 5.97 eV. Its energy above the lowest of the compared OMol25 structures with the same formula, charge and spin is 132.0 kJ/mol. As for the spin multiplicity: 1. The calculation puts the calculated total energy at -98074.6663 eV. The HOMO energy comes out at -10.466 eV. The max |F| is 3.182 eV/Å.



One molecule with the formula N2O in a non-equilibrium geometry. Source: the OMol25 dataset; level of theory: ωB97M-V with the def2-TZVPD basis set.

XYZ file:
```
3
Properties=species:S:1:pos:R:3:forces:R:3
N 0.3690 -0.5209 0.9755 1.649 -1.953 3.978
N 0.0483 -0.0145 0.0730 -1.594 1.384 -3.331
O -0.3651 0.4685 -0.9175 -0.055 0.569 -0.646
```
Forces are in eV/Å.

The charge is 0. Its HOMO-LUMO gap is 13.54 eV. Its energy above the lowest of the compared OMol25 structures with the same formula, charge and spin is 7.8 kJ/mol. The SMILES is N#[N+][O-]. As for the spin multiplicity: 1. The calculation puts the calculated total energy at -5025.7677 eV. The HOMO energy comes out at -12.149 eV. The max |F| is 4.728 eV/Å.



C31H26CoFI2N5O as an isolated structure. Source: the OMol25 dataset; level of theory: ωB97M-V with the def2-TZVPD basis set.

XYZ file:
```
67
Properties=species:S:1:pos:R:3:forces:R:3
Co 0.2585 -1.3386 -0.9595 -0.070 -0.307 -0.337
I 5.3775 0.7369 4.2351 -0.056 -0.005 -0.032
C 4.2106 0.2895 2.5576 0.053 0.053 0.024
C 4.3855 1.0179 1.3894 -0.050 -0.045 0.009
C 3.6330 0.6951 0.2758 0.031 -0.010 -0.051
I 3.8378 1.8131 -1.4732 0.015 -0.006 0.034
C 2.7097 -0.3773 0.2540 0.040 -0.020 -0.001
O 2.0921 -0.6960 -0.8416 -0.076 0.154 0.210
C 2.5156 -1.0491 1.4920 -0.014 -0.002 -0.060
C 1.4422 -2.1000 1.5718 0.046 0.017 -0.066
N 0.1789 -1.4920 1.1013 -0.025 0.102 0.025
C -1.0631 -2.1578 1.4978 0.020 -0.017 -0.138
C -1.6707 -2.9622 0.3732 0.045 0.021 0.060
C -2.6396 -3.9198 0.6302 -0.030 -0.042 -0.009
C -3.2306 -4.5872 -0.4277 0.061 0.058 -0.048
C -2.8216 -4.2767 -1.7159 -0.019 -0.006 0.078
C -1.8380 -3.3213 -1.8884 -0.019 -0.037 -0.026
N -1.2686 -2.6671 -0.8715 0.032 0.101 0.162
C 3.2618 -0.7185 2.6132 -0.022 -0.025 0.008
H 5.0973 1.8305 1.3453 0.009 0.003 0.000
H 1.3459 -2.4587 2.6024 0.010 0.005 0.000
H 1.6699 -2.9530 0.9260 -0.008 -0.036 0.016
H 0.1579 -0.5458 1.4759 -0.022 -0.012 -0.050
H -1.7846 -1.3806 1.7669 -0.012 -0.015 0.012
H -0.9215 -2.7909 2.3791 -0.012 -0.004 0.004
H -2.9219 -4.1326 1.6529 0.000 0.002 0.007
H -3.9903 -5.3366 -0.2520 -0.008 -0.009 0.005
H -3.2482 -4.7689 -2.5777 0.005 -0.001 -0.012
H -1.4767 -3.0642 -2.8705 0.015 0.021 -0.021
H 3.0947 -1.2588 3.5376 0.002 0.009 0.008
F -2.6881 2.8701 -5.0157 -0.024 0.034 -0.015
C -1.9133 1.8516 -4.5638 0.016 -0.018 0.009
C -2.3580 0.5571 -4.6991 0.011 -0.064 0.005
C -1.5583 -0.4766 -4.2171 0.002 0.024 0.009
C -0.3315 -0.2392 -3.5931 0.021 -0.053 0.027
C 0.4740 -1.3148 -2.9555 -0.030 -0.009 0.048
C 0.0873 1.0970 -3.5173 0.038 0.012 0.018
C -0.6898 2.1407 -3.9901 0.035 -0.013 0.022
H -3.3062 0.3635 -5.1834 -0.010 -0.008 0.000
H -1.9009 -1.4978 -4.3412 -0.029 0.003 -0.019
H 1.5406 -1.1302 -3.0938 -0.011 0.056 0.024
H 0.2581 -2.2850 -3.4150 -0.033 -0.020 -0.017
H 1.0426 1.3094 -3.0490 -0.005 0.012 -0.002
H -0.3614 3.1696 -3.9200 0.011 0.010 0.004
C -2.7494 1.9810 -0.9044 -0.036 -0.025 -0.027
C -2.1860 0.7295 -1.0779 0.005 -0.057 -0.028
N -0.9326 0.4523 -0.7175 0.134 0.194 0.163
C -0.2147 1.4210 -0.1538 -0.060 -0.010 -0.043
C -0.7029 2.6909 0.1091 -0.073 0.083 -0.004
C -1.9963 2.9781 -0.3074 0.046 0.038 0.011
C 0.1650 3.6914 0.7558 0.027 -0.079 -0.022
C 0.8762 3.5534 1.8762 0.008 -0.035 0.050
C 0.8806 2.4614 2.8715 -0.061 0.015 -0.060
C 1.7891 2.5170 3.9220 0.091 0.064 -0.010
C 1.7155 1.5418 4.8969 -0.005 -0.052 0.051
N 0.8112 0.5652 4.8618 -0.035 0.012 -0.063
C -0.0027 0.5913 3.8124 0.062 0.047 0.031
N -0.0208 1.4689 2.8184 -0.010 -0.051 -0.002
H -3.7581 2.1707 -1.2435 -0.005 -0.007 0.000
H -2.7370 -0.0739 -1.5514 -0.001 -0.009 0.001
H 0.8147 1.1882 0.0861 0.021 -0.022 0.012
H -2.4125 3.9672 -0.1588 0.001 0.001 0.006
H 0.2641 4.6367 0.2315 -0.026 0.012 -0.004
H 1.5161 4.3847 2.1511 0.011 -0.011 0.009
H 2.5366 3.2969 3.9738 -0.009 0.004 0.007
H 2.4015 1.5403 5.7356 0.011 -0.001 -0.009
H -0.7463 -0.1988 3.7674 -0.027 -0.022 0.004
```
Forces are in eV/Å.

The charge is 0. Its HOMO-LUMO gap (alpha / beta) is 6.84 / 6.86 eV. Its energy above the lowest of the compared OMol25 structures with the same formula, charge and spin is 0.0 kJ/mol. The expectation value of S² is 0.777. As for the spin multiplicity: 2. The calculation puts the calculated total energy at -98613.1916 eV. The HOMO energy (alpha / beta) comes out at -7.219 / -7.246 eV. The max |F| is 0.461 eV/Å.



C3H2N2O3 as an isolated structure in a non-equilibrium geometry. Source: the OMol25 dataset; level of theory: ωB97M-V with the def2-TZVPD basis set.

XYZ file:
```
10
Properties=species:S:1:pos:R:3:forces:R:3
C 0.0970 0.0421 -0.0657 -1.234 1.015 -1.445
C -0.8756 0.2674 -1.0754 -3.351 -3.184 2.126
C -1.1957 1.6720 -0.9817 4.168 -0.348 2.584
H -1.7880 -0.7748 -1.3412 3.474 3.792 0.468
H -2.0027 2.2722 -1.4727 1.252 -0.517 0.741
N 0.4307 -1.2806 0.4810 1.781 -2.982 0.688
N -0.1903 2.2172 -0.0890 -3.060 0.010 -3.211
O 0.3996 -2.1031 -0.4822 0.051 1.477 3.052
O 0.7386 -1.6042 1.7212 -1.543 2.253 -5.287
O 0.6060 1.2145 0.3617 -1.539 -1.515 0.284
```
Forces are in eV/Å.

The charge is 0. Its HOMO-LUMO gap is 8.82 eV. Its energy above the lowest of the compared OMol25 structures with the same formula, charge and spin is 855.5 kJ/mol. As for the spin multiplicity: 1. The calculation puts the calculated total energy at -12258.1158 eV. The HOMO energy comes out at -10.559 eV. The max |F| is 5.951 eV/Å.



One molecule with the formula C21H24N4O. Source: the OMol25 dataset; level of theory: ωB97M-V with the def2-TZVPD basis set.

XYZ file:
```
50
Properties=species:S:1:pos:R:3:forces:R:3
C 5.2226 3.1877 0.3124 -0.040 0.008 0.009
C 3.8037 2.7191 0.1951 0.174 -0.334 0.011
C 2.7675 3.6717 0.1076 -0.249 -0.080 -0.016
C 1.4575 3.2982 0.0311 0.158 0.127 0.016
C 1.1090 1.9301 0.0217 0.471 -0.436 0.002
N -0.1869 1.5809 -0.0144 -0.394 -0.063 0.016
C -0.4620 0.2877 0.0070 0.375 0.581 0.053
N -1.7529 -0.0872 0.0143 -0.233 -0.114 0.004
C -2.1453 -1.4776 -0.0003 -0.093 -0.388 0.141
C -3.5113 -1.6149 0.6569 0.074 -0.154 -0.050
N -4.5328 -0.9134 -0.1097 -0.042 -0.101 0.144
C -5.7153 -0.6662 0.6884 -0.174 -0.012 -0.425
C -6.9093 -0.2136 -0.1617 -0.017 -0.423 0.390
O -6.9461 1.1737 -0.4063 -0.036 0.597 0.005
C -4.0006 0.2547 -0.8036 0.235 0.178 -0.140
C -2.8165 0.8877 -0.0747 -0.292 0.232 -0.103
N 0.4511 -0.7147 0.0087 0.292 -0.301 -0.065
C 1.7202 -0.3942 0.0086 -0.351 0.301 0.000
C 2.6719 -1.5161 -0.0598 0.261 -0.254 0.003
C 2.5160 -2.6046 0.7925 -0.017 0.113 -0.013
C 3.3964 -3.6687 0.7348 0.004 -0.079 0.044
C 4.4321 -3.6645 -0.1851 0.043 -0.039 -0.024
C 4.5782 -2.5955 -1.0535 0.096 -0.048 -0.065
C 3.7048 -1.5248 -0.9929 -0.095 0.027 0.045
C 2.1502 0.9623 0.0605 -0.531 0.245 -0.043
C 3.4864 1.3854 0.1744 0.187 0.269 0.009
H 5.3443 3.8132 1.1963 0.094 0.043 0.044
H 5.4972 3.7848 -0.5569 0.097 0.040 -0.028
H 5.9060 2.3453 0.3856 0.083 -0.010 0.007
H 3.0296 4.7208 0.1176 -0.007 0.115 0.000
H 0.6611 4.0245 -0.0116 -0.089 0.070 -0.011
H -1.3941 -2.0543 0.5419 -0.202 -0.018 -0.110
H -2.1889 -1.8589 -1.0282 0.032 -0.078 0.058
H -3.7913 -2.6721 0.7112 0.106 0.044 0.101
H -3.4423 -1.2301 1.6895 0.019 -0.027 -0.033
H -5.9773 -1.6134 1.1682 -0.010 0.055 0.075
H -5.5394 0.0784 1.4899 -0.038 -0.061 0.032
H -6.8515 -0.6868 -1.1430 -0.030 -0.067 0.098
H -7.8401 -0.5295 0.3292 0.078 -0.028 -0.085
H -7.0161 1.6372 0.4363 -0.021 -0.060 -0.091
H -3.6689 -0.0647 -1.7976 0.012 0.162 0.002
H -4.7947 0.9874 -0.9379 0.105 -0.036 -0.030
H -3.1159 1.2129 0.9313 -0.002 0.095 -0.078
H -2.4407 1.7612 -0.6105 -0.141 -0.065 0.081
H 1.7029 -2.5991 1.5026 -0.081 -0.006 0.054
H 3.2740 -4.5059 1.4066 -0.009 -0.051 0.054
H 5.1196 -4.4963 -0.2310 0.048 -0.059 -0.002
H 5.3751 -2.5968 -1.7831 0.043 -0.006 -0.058
H 3.8057 -0.7035 -1.6879 0.024 0.076 -0.023
H 4.2658 0.6417 0.2633 0.084 0.016 -0.003
```
Forces are in eV/Å.

The charge is 0. Its HOMO-LUMO gap is 7.83 eV. Its energy above the lowest of the compared OMol25 structures with the same formula, charge and spin is 157.1 kJ/mol. The SMILES is Cc1ccc2nc(N3CCN(CCO)CC3)nc(-c3ccccc3)c2c1. As for the spin multiplicity: 1. The calculation puts the calculated total energy at -30174.8977 eV. The HOMO energy comes out at -7.557 eV. The max |F| is 0.693 eV/Å.